Density functional theory data (ωB97M-V with the def2-TZVPD basis set) for CH5NO2S in the gas phase in a non-equilibrium geometry.

Last column: Löwdin charge in e.
Element x y z (Å)
C -1.518681 0.152322 -0.246757  -0.14
S 0.083562 -0.579615 0.269733  0.77
O 0.388970 -1.973444 -0.059981  -0.41
N 1.071230 0.611285 -0.173010  -0.37
O 2.472440 0.353519 -0.194804  -0.16
H -1.292392 1.126400 -0.058643  0.01
H -1.698611 0.024335 -1.332744  0.09
H -2.241889 -0.441833 0.187198  0.03
H -0.015597 -0.571778 1.789384  0.09
H 2.750966 1.298813 -0.180376  0.09

Cartesian forces (eV/Å) of the 3 atoms listed first:
C 2.3361 -2.5204 -2.3446
S 2.9965 0.6092 0.7724
O -0.9002 1.2302 0.2361

## Properties
F_max ... 4.2 eV/A
Spin multiplicity ... 1
SMILES string ... C[S@@H](=O)=NO
LUMO energy ... 0.56 eV